1.
{"formula": "C21H43N5O5", "method": "ωB97M-V with the def2-TZVPD basis set", "homo_ha": -0.3244, "multiplicity": 1, "gap_ha": 0.33620, "e_tot_ev": -40161.04107, "smiles": "CC[C@H](C)[C@@H]1C[C@@](CN)(C[C@H]2CO2)NC1=O.CNC(C)=O.CNC(C)=O.CNC(C)=O", "species": ["C", "C", "C", "C", "C", "C", "C", "C", "N", "C", "C", "C", "O", "N", "C", "O", "H", "H", "H", "H", "H", "H", "H", "H", "H", "H", "H", "H", "H", "H", "H", "H", "H", "H", "H", "H", "H", "H", "C", "N", "C", "C", "O", "H", "H", "H", "H", "H", "H", "H", "C", "N", "C", "C", "O", "H", "H", "H", "H", "H", "H", "H", "C", "N", "C", "C", "O", "H", "H", "H", "H", "H", "H", "H"], "positions_angstrom": [[-3.367, 1.827, -2.383], [-3.217, 0.339, -2.818], [-1.714, -0.135, -2.869], [-1.553, -1.163, -4.017], [-1.421, -0.787, -1.498], [-1.330, 0.113, -0.239], [-1.009, -0.982, 0.868], [-0.363, -0.095, 2.001], [0.985, -0.564, 2.372], [-2.437, -1.461, 1.247], [-2.340, -2.567, 2.391], [-1.668, -3.908, 1.931], [-1.041, -2.854, 2.854], [-0.140, -1.848, 0.099], [-0.108, -1.585, -1.271], [0.716, -1.929, -2.053], [-2.514, 2.195, -1.806], [-3.452, 2.456, -3.280], [-4.251, 1.931, -1.726], [-3.759, 0.110, -3.747], [-3.693, -0.266, -2.018], [-1.085, 0.763, -3.014], [-1.950, -2.151, -3.720], [-0.476, -1.303, -4.210], [-2.055, -0.827, -4.938], [-2.179, -1.597, -1.452], [-2.242, 0.714, -0.095], [-0.484, 0.795, -0.455], [-0.379, 0.981, 1.757], [-1.032, -0.214, 2.877], [1.656, -0.028, 1.833], [1.149, -0.469, 3.367], [-2.960, -0.618, 1.722], [-2.991, -1.938, 0.431], [-3.182, -2.654, 3.098], [-0.772, -3.897, 1.312], [-1.898, -4.744, 2.598], [0.705, -2.199, 0.540], [0.426, 6.761, -2.414], [-0.469, 5.628, -2.556], [-0.157, 4.306, -2.577], [1.297, 3.927, -2.437], [-1.037, 3.467, -2.706], [0.139, 7.329, -1.528], [0.328, 7.401, -3.292], [1.460, 6.446, -2.316], [-1.457, 5.808, -2.655], [1.387, 2.844, -2.472], [1.879, 4.351, -3.256], [1.688, 4.278, -1.481], [2.697, -4.104, -2.758], [3.201, -5.299, -2.097], [4.483, -5.610, -1.778], [5.554, -4.610, -2.142], [4.745, -6.664, -1.218], [1.987, -3.614, -2.103], [2.186, -4.404, -3.675], [3.495, -3.410, -3.004], [2.539, -6.010, -1.825], [6.521, -4.994, -1.827], [5.576, -4.456, -3.222], [5.374, -3.662, -1.634], [-1.155, 2.097, 5.506], [0.009, 1.234, 5.460], [1.258, 1.474, 5.944], [1.504, 2.798, 6.625], [2.135, 0.634, 5.820], [-1.955, 1.583, 6.042], [-1.487, 2.297, 4.485], [-0.940, 3.038, 6.002], [-0.080, 0.331, 5.019], [2.538, 2.841, 6.954], [1.325, 3.619, 5.930], [0.856, 2.900, 7.498]], "forces_ev_per_a": [[-0.5, -0.5, -0.1], [0.5, 0.1, 1.3], [-0.8, 0.0, -0.1], [0.8, 0.2, 0.3], [0.6, -0.2, -0.8], [-0.7, -1.1, -1.5], [-1.2, 3.8, -1.5], [0.0, -1.5, 1.1], [-0.6, 0.3, -0.5], [1.0, -1.8, 2.7], [1.4, -1.1, -2.9], [0.9, 2.3, 3.2], [-1.6, 0.2, 0.8], [0.9, -0.4, 0.2], [-2.4, 1.1, 1.5], [1.3, -0.5, -0.9], [-0.2, -0.3, -0.3], [0.0, 0.1, 0.5], [0.1, 0.1, -0.6], [0.3, 0.2, 0.2], [0.0, 0.1, -0.5], [-0.1, -0.5, -0.1], [0.0, 0.4, -0.2], [-0.5, -0.1, -0.1], [0.2, -0.1, 0.4], [0.1, 0.5, 0.5], [0.4, -0.3, 0.3], [-0.3, -0.2, 0.5], [0.0, -0.5, -0.2], [0.4, 0.1, -0.2], [0.2, -0.1, 0.5], [0.3, 0.1, -0.2], [0.0, -0.1, -0.7], [0.0, 0.6, 0.1], [0.5, 0.0, -0.2], [-1.3, -0.8, -1.3], [0.0, -0.2, -0.8], [-0.2, 0.1, 0.1], [-0.5, 0.0, -0.1], [0.2, -0.2, 0.0], [-0.2, -0.1, -0.1], [0.0, -0.1, 0.0], [0.4, 0.2, 0.0], [0.2, 0.1, 0.0], [0.2, 0.1, 0.1], [-0.1, -0.1, 0.0], [0.0, 0.0, 0.0], [-0.1, 0.0, 0.0], [0.1, 0.1, 0.1], [0.1, 0.1, -0.1], [-0.2, -0.6, 0.2], [0.4, 0.1, -0.1], [-0.1, -0.3, 0.1], [0.1, 0.0, 0.0], [0.1, 0.1, 0.0], [0.0, 0.2, -0.2], [0.0, 0.2, -0.1], [0.0, -0.1, 0.0], [0.0, 0.0, 0.0], [-0.1, -0.1, 0.0], [0.0, 0.2, 0.0], [0.0, 0.1, -0.1], [0.0, -0.5, -0.2], [0.1, 0.3, 0.1], [0.2, -0.3, -0.1], [0.0, 0.0, 0.0], [0.0, 0.1, 0.0], [-0.1, 0.2, 0.0], [-0.1, 0.2, 0.1], [0.1, -0.1, 0.0], [-0.1, 0.0, 0.1], [0.0, -0.1, -0.1], [-0.1, 0.1, 0.1], [0.0, 0.1, -0.1]]}

***

2.
{"formula": "C21H44AlBrCl9FNNaO10PSi", "method": "ωB97M-V with the def2-TZVPD basis set", "homo_ha": -0.3283, "multiplicity": 1, "gap_ha": 0.06062, "e_tot_ev": -258073.80033, "charge": 1, "species": ["C", "C", "C", "C", "O", "Si", "C", "C", "C", "C", "P", "O", "Br", "H", "H", "H", "H", "H", "H", "H", "H", "H", "H", "H", "H", "H", "H", "H", "H", "H", "H", "H", "H", "C", "Cl", "Cl", "Cl", "Cl", "Cl", "Al", "C", "C", "O", "C", "O", "O", "H", "H", "H", "H", "O", "H", "O", "Cl", "O", "O", "O", "C", "C", "C", "N", "C", "C", "C", "C", "C", "H", "H", "H", "H", "H", "H", "H", "H", "H", "H", "H", "H", "H", "H", "H", "H", "H", "H", "C", "Cl", "Cl", "Cl", "H", "F", "Na"], "positions_angstrom": [[3.277, 3.535, -0.142], [2.971, 3.044, -1.557], [1.476, 2.765, -1.784], [1.137, 1.438, -1.094], [-0.189, 1.411, -0.453], [-1.395, 1.660, -1.592], [-1.812, 3.511, -1.657], [-1.551, 4.079, -3.072], [-3.252, 3.805, -1.197], [-3.354, 5.186, -0.522], [-3.045, 0.325, -0.818], [-4.438, 0.933, -1.423], [-3.052, 0.848, 1.370], [3.325, 2.692, 0.551], [2.492, 4.192, 0.229], [4.244, 4.024, -0.082], [3.499, 2.104, -1.736], [3.352, 3.759, -2.282], [0.928, 3.616, -1.390], [1.344, 2.662, -2.861], [1.855, 1.279, -0.296], [1.267, 0.609, -1.781], [-1.014, 1.205, -2.939], [-1.130, 4.032, -0.989], [-2.411, 4.615, -3.465], [-0.733, 4.797, -3.043], [-1.259, 3.314, -3.790], [-3.951, 3.805, -2.034], [-3.620, 3.094, -0.470], [-3.552, 5.066, 0.541], [-2.442, 5.773, -0.598], [-4.200, 5.771, -0.927], [-5.163, 0.483, -0.969], [-6.761, -2.849, -1.866], [-7.593, -4.324, -1.287], [-7.966, -1.663, -2.371], [-5.823, -2.194, -0.515], [-5.713, -3.260, -3.194], [-0.015, -0.901, -0.111], [-6.138, 5.936, -1.216], [-3.004, -3.403, 0.347], [-1.671, -3.640, 1.004], [-2.000, -4.579, 2.048], [-3.134, -5.221, 1.680], [-3.590, -6.163, 2.243], [-3.691, -4.635, 0.589], [-2.914, -3.206, -0.719], [-3.566, -2.589, 0.821], [-0.948, -4.089, 0.327], [-1.244, -2.731, 1.425], [-6.057, 3.419, 0.504], [-5.396, 2.727, 0.402], [-0.747, -4.307, -1.579], [-0.661, -5.628, -2.198], [-0.266, -6.574, -1.184], [0.315, -5.588, -3.252], [-1.956, -5.970, -2.726], [2.021, -3.439, 1.443], [3.324, -3.936, 2.062], [3.530, -3.521, 3.502], [3.824, -2.044, 3.743], [2.598, -1.369, 4.269], [4.939, -1.926, 4.761], [6.200, -2.130, 3.944], [5.906, -1.400, 2.627], [4.379, -1.275, 2.563], [1.940, -2.350, 1.440], [1.946, -3.773, 0.409], [1.161, -3.841, 1.982], [4.182, -3.659, 1.445], [3.308, -5.028, 2.048], [4.364, -4.085, 3.915], [2.657, -3.772, 4.104], [2.301, -1.865, 5.190], [1.811, -1.444, 3.523], [2.829, -0.327, 4.470], [4.891, -0.921, 5.178], [4.788, -2.662, 5.547], [6.369, -3.190, 3.755], [7.084, -1.750, 4.449], [6.309, -1.939, 1.771], [6.356, -0.409, 2.617], [3.944, -1.623, 1.635], [4.083, -0.237, 2.701], [0.784, 6.566, -5.186], [1.086, 4.951, -5.807], [-0.937, 6.922, -5.159], [1.462, 6.747, -3.557], [1.260, 7.284, -5.842], [-1.048, 6.700, -7.365], [-8.712, -3.250, 0.924]], "forces_ev_per_a": [[-0.1, -0.5, 0.1], [0.0, -0.1, 0.2], [0.8, -0.2, 0.0], [0.4, 0.7, 0.5], [0.5, 0.3, -1.3], [0.0, 1.0, 0.0], [-0.6, 0.2, -0.4], [0.4, 0.0, 0.1], [0.1, 0.7, 0.4], [0.2, -0.4, 0.5], [-0.1, -0.9, 0.4], [0.5, 0.0, 0.3], [-0.1, 0.1, -0.4], [-0.1, 0.0, 0.1], [0.1, 0.3, 0.0], [0.0, 0.2, 0.0], [0.2, 0.1, -0.1], [-0.2, 0.1, -0.1], [-0.3, 0.0, -0.1], [-0.5, 0.2, -0.1], [-0.2, -0.1, 0.3], [-0.3, -0.1, -0.1], [0.1, -0.3, 0.1], [0.0, -0.3, 0.4], [-0.2, -0.1, 0.0], [0.1, 0.0, 0.0], [-0.1, 0.0, -0.2], [0.1, -0.5, -0.2], [-0.1, -0.1, -0.1], [-0.2, 0.0, 0.0], [-0.1, 0.3, -0.4], [0.9, 0.2, 0.1], [-0.4, 0.2, -0.2], [0.2, 0.2, -0.4], [-0.1, -0.2, 0.0], [-0.1, 0.0, 0.1], [-0.2, 0.0, 0.1], [0.0, 0.0, 0.2], [-0.3, -0.7, 0.3], [-0.7, -1.5, 0.9], [0.1, 0.1, -0.2], [0.5, 0.2, 0.3], [-0.4, 0.0, -0.1], [0.3, 0.0, 0.1], [-0.2, 0.0, 0.0], [-0.1, 0.1, 0.1], [0.0, -0.2, -0.1], [0.1, 0.0, 0.1], [-0.2, -0.1, 0.0], [-0.1, -0.1, 0.3], [-0.3, 1.3, -0.9], [0.1, 0.1, -0.1], [0.0, 0.2, -0.3], [0.2, 0.0, -0.1], [0.0, 0.0, 0.1], [0.0, 0.0, 0.0], [-0.1, 0.0, 0.0], [0.1, 0.0, -0.1], [-0.3, 0.0, -0.2], [0.3, -0.4, -0.2], [0.0, 0.4, 0.4], [0.0, -0.1, -0.1], [0.1, -0.1, -0.1], [0.1, -0.1, -0.1], [0.1, 0.0, -0.1], [0.2, 0.1, -0.2], [0.0, 0.0, 0.0], [-0.1, 0.0, 0.0], [0.0, 0.0, 0.0], [0.1, 0.0, 0.1], [0.0, 0.0, 0.1], [0.1, 0.1, 0.0], [-0.1, 0.1, 0.0], [0.0, 0.0, 0.0], [0.0, 0.0, 0.0], [0.0, 0.0, 0.0], [0.0, 0.0, 0.0], [-0.1, 0.1, 0.1], [0.0, 0.0, 0.1], [0.0, 0.0, 0.1], [0.0, 0.0, 0.0], [0.0, 0.0, 0.0], [-0.1, -0.1, 0.1], [-0.1, 0.0, 0.1], [0.0, -0.2, -0.2], [0.0, 0.0, 0.1], [-0.1, 0.0, 0.3], [0.0, 0.1, 0.0], [0.0, 0.0, 0.0], [0.1, 0.0, -0.1], [0.1, 0.1, 0.0]]}

***

Question: What is the formula in the first record?
Answer: C21H43N5O5